No. 1
Molecular formula: C2H4ClPS
Method: DFT, ωB97M-V with the def2-TZVPD basis set

Calculated values
Relative energy (zero: lowest compared OMol25 entry of this formula, charge and spin) in kJ/mol: 23.2
E_HOMO (alpha / beta) in eV: -5.06 / -10.33
2S+1: 3
Expectation value of S²: 2.01
Net charge: 0

Geometry (Å):
C: -0.744 0.057 0.150
C: -1.881 -0.535 0.036
P: 2.133 0.846 0.164
S: 0.751 -0.791 0.190
Cl: -3.364 0.433 0.124
H: -0.471 1.112 -0.108
H: -1.927 -1.572 -0.092
H: 3.111 -0.045 0.631
H: 2.392 0.495 -1.095

***

No. 2
Molecular formula: C2H4ClPS2
Method: DFT, ωB97M-V with the def2-TZVPD basis set

Calculated values
Relative energy (zero: lowest compared OMol25 entry of this formula, charge and spin) in kJ/mol: 39.8
E_HOMO in eV: -9.62
Net charge: 0

Geometry (Å):
C: 0.166 0.039 1.210
C: -0.029 -0.168 -1.312
P: 0.344 1.297 -0.102
S: 1.841 2.438 -0.271
S: -0.496 -1.205 0.113
Cl: -1.633 2.339 0.180
H: 1.155 -0.110 1.539
H: -0.348 0.397 2.148
H: -0.932 0.216 -2.021
H: 0.841 -0.427 -1.927

***

No. 3
Molecular formula: C2H4CsLiO2
Method: DFT, ωB97M-V with the def2-TZVPD basis set

Calculated values
Relative energy (zero: lowest compared OMol25 entry of this formula, charge and spin) in kJ/mol: 0.0
E_HOMO (alpha / beta) in eV: -12.73 / -12.26
2S+1: 2
Expectation value of S²: 0.76
Net charge: +1

Geometry (Å):
O: 1.173 -0.107 0.945
C: -0.551 0.210 0.720
C: -0.878 -0.030 -0.725
O: 0.488 0.211 -1.008
Cs: 2.737 -2.282 -0.335
Li: 1.658 1.468 -0.107
H: -1.421 -0.205 1.258
H: -0.588 1.056 1.424
H: -1.477 0.750 -1.213
H: -1.139 -1.072 -0.959

***

No. 4
Molecular formula: C2H4CuLiO2
Method: DFT, ωB97M-V with the def2-TZVPD basis set

Calculated values
Relative energy (zero: lowest compared OMol25 entry of this formula, charge and spin) in kJ/mol: 257.8
E_HOMO (alpha / beta) in eV: -2.05 / -2.25
2S+1: 2
Expectation value of S²: 0.77
Net charge: -1

Geometry (Å):
O: -0.788 1.844 0.257
H: -0.913 2.353 -0.544
C: -0.636 -0.283 -0.731
C: -0.303 -1.131 0.329
O: 0.733 -0.846 1.167
H: 0.218 0.201 -1.232
H: -1.505 -0.554 -1.337
H: -0.382 -2.210 0.114
Cu: 2.937 -0.692 0.671
Li: 0.638 1.318 1.305

***

No. 5
Molecular formula: C2H4F2NO
Method: DFT, ωB97M-V with the def2-TZVPD basis set

Calculated values
Relative energy (zero: lowest compared OMol25 entry of this formula, charge and spin) in kJ/mol: 189.6
E_HOMO (alpha / beta) in eV: -2.15 / -1.48
Net charge: -1

Geometry (Å):
C: -0.664 -1.034 0.249
C: -0.733 0.487 -0.021
N: 2.059 1.304 -0.091
O: 2.607 0.150 0.008
F: -1.283 0.757 -1.276
F: -1.561 1.126 0.947
H: -0.120 -1.453 -0.453
H: -0.301 -1.240 1.282
H: -1.628 -1.441 0.365
H: 1.625 1.344 -1.010

***

No. 6
Molecular formula: C2H4F2O
Method: DFT, ωB97M-V with the def2-TZVPD basis set

Calculated values
Relative energy (zero: lowest compared OMol25 entry of this formula, charge and spin) in kJ/mol: 414.9
E_HOMO (alpha / beta) in eV: -9.13 / -9.08
Net charge: 0

Geometry (Å):
C: -1.193 0.178 0.291
C: 1.722 0.413 -0.447
O: 2.090 -0.789 -0.722
F: 2.332 1.004 0.591
F: 1.730 1.309 -1.399
H: -1.355 -0.774 -0.158
H: -0.455 0.312 1.048
H: -1.218 0.969 -0.358
H: 2.938 -0.715 -1.193

***

Which formula does entry 1 have? C2H4ClPS